[1]
Below is an isolated molecule of C18H26N2O3, with properties calculated with wB97M-V/def2-TZVPD.

Positions of all 49 atoms, in Å:
C 1.49 -2.56 2.83
O 0.11 -2.58 2.53
C -0.28 -3.58 1.63
C 0.18 -3.33 0.17
N -0.13 -1.99 -0.28
C 0.92 -1.10 -0.25
O 2.08 -1.46 -0.16
N 0.62 0.22 -0.42
C -0.70 0.78 -0.34
C -0.72 2.17 -0.98
C -0.12 3.27 -0.09
C 1.35 3.08 0.16
C 1.82 2.63 1.38
C 3.18 2.43 1.59
C 4.08 2.69 0.57
C 3.62 3.15 -0.65
C 2.27 3.34 -0.86
C -1.63 -0.21 -1.05
C -3.06 0.28 -1.00
C -3.71 0.50 -2.34
O -3.63 0.49 0.05
C -1.52 -1.56 -0.31
C -2.39 -2.60 -1.02
H 1.61 -1.83 3.63
H 2.10 -2.26 1.98
H 1.82 -3.54 3.19
H 0.11 -4.56 1.94
H -1.37 -3.60 1.69
H -0.28 -4.07 -0.48
H 1.26 -3.43 0.10
H 1.41 0.84 -0.32
H -1.03 0.88 0.71
H -1.76 2.44 -1.18
H -0.19 2.13 -1.94
H -0.65 3.28 0.86
H -0.28 4.23 -0.58
H 1.12 2.43 2.18
H 3.53 2.07 2.55
H 5.14 2.53 0.73
H 4.32 3.35 -1.45
H 1.92 3.71 -1.81
H -1.29 -0.33 -2.08
H -4.73 0.86 -2.21
H -3.72 -0.44 -2.90
H -3.13 1.22 -2.91
H -1.90 -1.42 0.71
H -2.02 -2.79 -2.02
H -2.42 -3.53 -0.47
H -3.41 -2.22 -1.09

Properties
Net charge: 0
Energy relative to the best compared isomer or geometry (same formula, charge and spin) (kJ/mol): 125.20
Strongest force on any atom (Eh/bohr): 0.0156
Gap between HOMO and LUMO (eV): 9.68



[2]
Below is a structure of composition C46H39CaF5N6O8, with properties calculated with wB97M-V/def2-TZVPD.

Positions of all 105 atoms, in Å:
Ca -0.21 1.26 1.79
O 1.68 2.41 5.69
C 1.11 1.80 4.65
O 1.41 2.11 3.51
C 0.14 0.72 5.00
C -0.08 0.37 6.30
C -1.10 -0.60 6.53
C -1.73 -1.19 5.49
C -1.35 -0.87 4.13
N -0.46 0.18 3.93
C -1.83 -1.56 3.07
O -2.77 -2.56 3.15
O -1.45 -1.23 1.76
H 2.25 3.10 5.33
H 0.44 0.86 7.11
H -1.37 -0.86 7.55
H -2.52 -1.92 5.65
H -2.33 -3.42 3.14
C -1.23 0.47 -5.53
O -2.51 0.87 -5.05
C -3.27 -0.19 -4.60
C -4.18 -0.81 -5.44
C -4.96 -1.85 -4.95
C -4.85 -2.24 -3.62
C -3.95 -1.59 -2.78
C -3.15 -0.57 -3.26
N -2.23 0.15 -2.48
C -1.68 -0.21 -1.27
N -1.43 -1.55 -1.16
C -0.60 -2.24 -0.24
C -0.63 -2.15 1.15
C 0.19 -2.98 1.92
C 1.02 -3.89 1.32
C 1.08 -4.00 -0.06
C 0.27 -3.18 -0.82
O 0.24 -3.20 -2.19
C 1.17 -4.03 -2.86
N -1.37 0.61 -0.34
C -1.78 1.99 -0.34
C -2.87 3.35 1.73
C -3.36 4.53 0.85
C -2.01 4.89 -0.85
C -0.74 4.15 -1.10
C -0.63 2.91 -0.65
O 0.57 2.28 -0.40
C 1.75 3.07 -0.45
H -0.69 1.37 -5.80
H -1.34 -0.17 -6.41
H -0.68 -0.08 -4.76
H -4.26 -0.47 -6.46
H -5.67 -2.34 -5.60
H -5.47 -3.03 -3.23
H -3.90 -1.87 -1.73
H -2.23 1.15 -2.66
H -1.45 -2.03 -2.05
H 0.16 -2.86 3.00
H 1.65 -4.53 1.94
H 1.73 -4.73 -0.53
H 1.00 -3.87 -3.92
H 1.00 -5.08 -2.62
H 2.19 -3.75 -2.60
H -3.54 3.12 2.56
H -4.27 5.03 1.15
H -2.21 5.70 -1.54
H 0.14 4.74 -1.32
H 2.55 2.41 -0.12
H 1.66 3.93 0.21
H 1.95 3.39 -1.47
F 0.13 5.33 1.55
C -1.12 4.76 1.59
C -1.42 3.60 2.16
C -2.87 2.17 0.80
F -3.25 0.98 1.34
C -3.18 2.51 -0.60
F -4.09 1.85 -1.37
C -3.29 4.05 -0.61
F -4.33 4.42 -1.43
C -2.10 5.38 0.65
F -2.24 6.76 0.74
C 4.94 -2.95 -0.07
N 4.50 -1.85 0.80
N 3.34 -1.19 0.42
C 2.64 -0.80 1.56
O 1.61 -0.14 1.54
C 3.39 -1.33 2.67
C 4.46 -1.98 2.17
C 5.50 -2.77 2.87
C 3.27 -0.56 -0.85
C 2.02 -0.31 -1.41
C 1.94 0.32 -2.64
C 3.09 0.67 -3.33
C 4.34 0.42 -2.76
C 4.43 -0.19 -1.52
H 4.26 -3.01 -0.92
H 4.92 -3.90 0.46
H 5.95 -2.77 -0.44
H 3.11 -1.20 3.70
H 5.43 -2.60 3.94
H 6.50 -2.50 2.54
H 5.37 -3.84 2.70
H 1.13 -0.58 -0.87
H 0.96 0.53 -3.06
H 3.03 1.16 -4.29
H 5.24 0.70 -3.28
H 5.39 -0.36 -1.06

Properties
Net charge: 0
Energy relative to the best compared isomer or geometry (same formula, charge and spin) (kJ/mol): 311.38
Strongest force on any atom (Eh/bohr): 0.0162
Gap between HOMO and LUMO (eV): 5.70



[3]
Below is a cluster of 2 separate species, C4H7N2OS in total in a non-equilibrium geometry, with properties calculated with wB97M-V/def2-TZVPD.

Positions of all 15 atoms, in Å:
C -0.34 1.07 0.66
C 0.91 -2.72 -1.82
C -0.04 0.64 -1.57
C -0.81 0.79 1.96
N 0.53 2.05 0.37
N -0.71 0.43 -0.44
O 0.53 -1.85 -1.06
S 1.03 1.88 -1.33
H 0.24 -3.35 -2.50
H 1.92 -3.00 -2.01
H -0.32 1.29 2.78
H -0.75 -0.38 2.24
H -1.88 0.86 2.16
H 1.06 2.73 0.98
H -1.36 -0.44 -0.41

Properties
Net charge: +1
Energy relative to the best compared isomer or geometry (same formula, charge and spin) (kJ/mol): 258.25
Strongest force on any atom (Eh/bohr): 0.1041
Gap between HOMO and LUMO (eV): 9.24



[4]
Below is a cluster of 18 separate species, H36O18 in total in a non-equilibrium geometry, with properties calculated with wB97M-V/def2-TZVPD.

Positions of all 54 atoms, in Å:
O -2.60 -0.80 3.32
H -1.89 -1.23 2.79
H -2.46 -1.18 4.18
O 1.99 1.77 -0.38
H 1.32 1.36 0.17
H 1.52 2.35 -0.96
O 1.62 4.24 1.12
H 1.33 3.36 1.09
H 1.47 4.96 1.71
O 2.29 -1.92 2.57
H 1.31 -1.88 2.56
H 2.43 -1.84 1.64
O -0.64 -1.76 1.42
H -0.93 -1.10 0.80
H -0.19 -2.32 0.79
O 3.47 -0.38 -0.85
H 4.22 -0.65 -1.38
H 3.37 0.57 -1.00
O -4.00 -0.27 -3.81
H -3.15 -0.51 -3.42
H -4.29 -0.86 -4.49
O -0.30 -2.82 4.00
H -1.00 -2.94 3.38
H -0.08 -3.65 4.42
O -0.85 3.01 -0.13
H -1.31 2.66 0.64
H -0.62 3.91 0.06
O 0.88 2.24 -3.77
H 1.38 2.48 -2.97
H 0.28 3.01 -3.98
O -2.10 1.63 2.50
H -2.71 2.23 2.08
H -2.47 0.80 2.92
O -1.65 4.24 2.95
H -2.39 4.83 2.88
H -1.86 3.42 3.40
O -1.19 0.75 -4.23
H -1.04 0.44 -3.32
H -0.35 1.24 -4.09
O -1.91 -4.51 -2.38
H -2.00 -5.18 -3.12
H -0.98 -4.39 -2.64
O 4.66 0.77 2.82
H 4.71 0.36 3.67
H 3.80 0.70 2.45
O 2.27 -2.66 -0.56
H 2.08 -1.74 -0.94
H 3.16 -2.77 -1.07
O 0.46 -2.93 -3.77
H 0.65 -2.11 -3.31
H 0.37 -2.86 -4.71
O -2.31 -0.56 -0.65
H -1.61 -0.04 -1.06
H -2.33 -1.52 -0.82

Properties
Net charge: 0
Energy relative to the best compared isomer or geometry (same formula, charge and spin) (kJ/mol): 449.52
Strongest force on any atom (Eh/bohr): 0.0697
Gap between HOMO and LUMO (eV): 10.10



[5]
Below is an isolated molecule of C2H5N in a non-equilibrium geometry, with properties calculated with wB97M-V/def2-TZVPD.

Positions of all 8 atoms, in Å:
C 0.22 -1.08 0.44
C 0.28 0.00 -0.33
N -0.70 1.18 -0.49
H 1.04 -1.76 0.26
H -0.64 -1.26 1.10
H 1.04 0.22 -1.11
H -0.29 2.06 -0.23
H -0.95 0.64 0.37

Properties
Net charge: 0
Energy relative to the best compared isomer or geometry (same formula, charge and spin) (kJ/mol): 163.55
Strongest force on any atom (Eh/bohr): 0.1029
Gap between HOMO and LUMO (eV): 10.54



[6]
Below is a structure of composition C41H44Cl2N6O5PS3Sn in a non-equilibrium geometry, with properties calculated with wB97M-V/def2-TZVPD.

Positions of all 103 atoms, in Å:
Sn -1.26 -0.26 0.41
O -1.35 -1.80 -1.92
S -1.86 -0.78 -2.84
O -3.11 -1.17 -3.48
O -1.88 0.56 -2.26
C -0.66 -0.72 -4.18
C -1.06 -0.99 -5.47
C -0.13 -1.05 -6.50
C 1.22 -0.85 -6.20
C 1.62 -0.55 -4.91
C 0.68 -0.45 -3.88
P 1.11 -0.08 -2.13
C 2.28 -1.50 -2.02
C 1.70 -2.73 -1.74
C 2.48 -3.88 -1.65
C 3.85 -3.81 -1.86
C 4.43 -2.58 -2.16
C 3.66 -1.44 -2.25
C 2.34 1.26 -2.42
C 2.26 2.17 -3.47
C 3.16 3.22 -3.57
C 4.13 3.41 -2.61
C 4.18 2.55 -1.52
C 3.30 1.49 -1.44
H -2.11 -1.16 -5.65
H -0.44 -1.27 -7.51
H 1.96 -0.95 -6.98
H 2.67 -0.37 -4.71
H 0.64 -2.78 -1.58
H 2.02 -4.82 -1.41
H 4.46 -4.70 -1.80
H 5.50 -2.52 -2.33
H 4.14 -0.50 -2.48
H 1.49 2.06 -4.22
H 3.10 3.90 -4.41
H 4.83 4.23 -2.68
H 4.92 2.70 -0.74
H 3.34 0.83 -0.58
C -5.15 -3.50 -1.88
N -4.86 -2.18 -1.40
C -5.40 -1.02 -1.87
C -4.76 -0.01 -1.20
N -3.86 -0.55 -0.35
C -3.92 -1.84 -0.51
H -6.23 -3.68 -1.86
H -4.65 -4.23 -1.25
H -4.79 -3.61 -2.91
H -6.14 -1.01 -2.64
H -4.89 1.05 -1.27
H -3.31 -2.54 0.02
C -3.54 5.23 0.42
C -3.46 3.73 0.26
S -1.76 3.10 0.71
O -1.17 4.16 1.55
C -1.06 3.38 -0.97
C 0.44 3.46 -0.84
H -4.57 5.57 0.50
H -3.07 5.76 -0.41
H -3.00 5.50 1.32
H -3.67 3.37 -0.74
H -4.13 3.24 0.97
H -1.47 4.30 -1.37
H -1.37 2.52 -1.57
H 0.71 4.21 -0.10
H 0.91 3.71 -1.79
H 0.83 2.50 -0.50
O 1.18 0.34 0.51
N 1.98 0.53 1.53
C 3.15 -0.21 1.60
C 4.04 0.00 2.62
C 3.79 0.94 3.62
C 2.56 1.65 3.54
C 1.69 1.42 2.52
H 3.29 -0.90 0.79
H 4.94 -0.60 2.64
H 4.48 1.12 4.42
H 2.28 2.36 4.30
H 0.74 1.91 2.43
Cl -4.43 1.38 2.53
C -3.22 1.35 3.76
C -3.47 2.00 4.95
C -2.55 1.91 5.99
C -1.44 1.10 5.82
C -1.22 0.47 4.62
Cl 0.17 -0.55 4.47
C -2.04 0.60 3.46
N -1.76 0.10 2.30
H -4.38 2.57 5.07
H -2.72 2.43 6.92
H -0.73 0.96 6.63
C -0.39 -4.79 4.29
N 0.76 -3.99 3.99
C 1.52 -3.27 4.88
C 2.42 -2.56 4.17
N 2.23 -2.86 2.84
C 1.19 -3.73 2.72
S 0.66 -4.49 1.35
H -0.12 -5.57 5.00
H -0.72 -5.23 3.35
H -1.20 -4.17 4.71
H 1.34 -3.32 5.93
H 3.15 -1.85 4.49
H 2.60 -2.32 2.07

Properties
Net charge: -2
Energy relative to the best compared isomer or geometry (same formula, charge and spin) (kJ/mol): 194.82
Strongest force on any atom (Eh/bohr): 0.0343
Gap between HOMO and LUMO (alpha / beta) (eV): 3.68 / 5.39
<S²>: 0.763
Multiplicity: 2



[7]
Below is a structure of composition C21H15N2ReS4Te in a non-equilibrium geometry, with properties calculated with wB97M-V/def2-TZVPD.

Positions of all 44 atoms, in Å:
Re -0.59 -0.03 0.63
C -2.57 2.67 0.17
C -1.13 3.02 0.25
C -0.77 4.37 0.07
C 0.54 4.74 0.00
C 1.54 3.77 0.17
C 2.92 4.09 0.10
C 3.86 3.14 0.35
C 3.47 1.84 0.70
C 2.14 1.50 0.76
S 1.66 -0.12 1.22
C 1.13 2.45 0.45
N -0.20 2.07 0.45
H -3.17 3.55 -0.02
H -2.92 2.20 1.09
H -2.74 1.96 -0.64
H -1.56 5.10 -0.05
H 0.82 5.77 -0.19
H 3.19 5.11 -0.14
H 4.92 3.38 0.28
H 4.21 1.09 0.95
S -2.80 -0.62 -0.35
C -2.02 -2.14 -0.24
N -0.80 -2.07 0.25
C -0.15 -3.30 0.25
C 1.15 -3.58 0.65
C 1.61 -4.87 0.55
C 0.79 -5.90 0.09
C -0.51 -5.64 -0.30
C -0.97 -4.34 -0.22
S -2.54 -3.71 -0.70
H 1.78 -2.78 1.02
H 2.63 -5.10 0.84
H 1.17 -6.91 0.04
H -1.16 -6.44 -0.64
Te -2.02 -0.17 2.85
C -0.55 -0.04 4.33
C 0.12 1.08 4.74
C 1.00 0.82 5.82
C 0.98 -0.49 6.20
S -0.10 -1.42 5.27
H -0.02 2.04 4.29
H 1.63 1.57 6.29
H 1.54 -0.95 7.00

Properties
Net charge: +1
Energy relative to the best compared isomer or geometry (same formula, charge and spin) (kJ/mol): 0.00
Strongest force on any atom (Eh/bohr): 0.0382
Gap between HOMO and LUMO (alpha / beta) (eV): 5.82 / 6.46
<S²>: 1.191
Multiplicity: 2



- Number 1 is which compound?
  C18H26N2O3



Please write out number 5 again, unchanged.
Below is an isolated molecule of C2H5N in a non-equilibrium geometry, with properties calculated with wB97M-V/def2-TZVPD.

Positions of all 8 atoms, in Å:
C 0.22 -1.08 0.44
C 0.28 0.00 -0.33
N -0.70 1.18 -0.49
H 1.04 -1.76 0.26
H -0.64 -1.26 1.10
H 1.04 0.22 -1.11
H -0.29 2.06 -0.23
H -0.95 0.64 0.37

Properties
Net charge: 0
Energy relative to the best compared isomer or geometry (same formula, charge and spin) (kJ/mol): 163.55
Strongest force on any atom (Eh/bohr): 0.1029
Gap between HOMO and LUMO (eV): 10.54



- energy relative to the best compared isomer or geometry (same formula, charge and spin) of number 3 (C4H7N2OS)?
  258.25 kJ/mol



- Which value of energy relative to the best compared isomer or geometry (same formula, charge and spin) does entry 6 give?
  194.82 kJ/mol